{"formula": "C42H39CuF6N3O4STe", "method": "the ωB97M-V functional and the def2-TZVPD basis", "symbols": ["Cu", "C", "C", "C", "C", "C", "O", "C", "C", "C", "C", "C", "C", "C", "O", "C", "C", "C", "N", "C", "C", "Te", "C", "C", "C", "C", "C", "C", "C", "C", "C", "C", "C", "C", "H", "H", "H", "H", "H", "H", "H", "H", "H", "H", "H", "H", "H", "H", "H", "H", "H", "H", "H", "H", "H", "H", "H", "H", "C", "S", "C", "O", "H", "H", "H", "H", "H", "H", "C", "C", "O", "C", "F", "F", "F", "C", "F", "F", "F", "H", "H", "H", "N", "C", "N", "C", "C", "C", "C", "C", "C", "H", "H", "H", "H", "H", "H"], "coordinates": [[0.2601, -0.5874, -0.9378], [-2.4231, 0.2725, 5.3199], [-2.1195, -0.1490, 3.9094], [-3.1172, -0.2957, 2.9586], [-2.8514, -0.7109, 1.6594], [-3.9943, -0.6732, 0.7038], [-4.7723, 0.2651, 0.7474], [-4.2132, -1.7574, -0.3050], [-5.0679, -1.4971, -1.3699], [-5.3018, -2.4708, -2.3295], [-4.6917, -3.7136, -2.2173], [-3.8590, -3.9858, -1.1387], [-3.6192, -3.0092, -0.1851], [-1.5226, -0.9675, 1.2315], [-1.2826, -1.3205, 0.0099], [-0.4958, -0.8038, 2.2056], [-0.8195, -0.4171, 3.5034], [0.9099, -1.0670, 1.8865], [1.3726, -1.0483, 0.6897], [2.7581, -1.4571, 0.4466], [3.7104, -0.2907, 0.2410], [2.9535, 1.3680, -0.8991], [3.1465, 2.6805, 0.7515], [4.3158, 3.3886, 1.0115], [4.4102, 4.2039, 2.1326], [3.3352, 4.3204, 3.0015], [2.1610, 3.6276, 2.7425], [2.0634, 2.8166, 1.6193], [1.7913, -1.3689, 3.0583], [2.6824, -0.4111, 3.5285], [3.4875, -0.6909, 4.6232], [3.4105, -1.9279, 5.2456], [2.5142, -2.8812, 4.7824], [1.6973, -2.5991, 3.6994], [-3.4672, 0.5649, 5.4219], [-1.8092, 1.1213, 5.6250], [-2.2363, -0.5353, 6.0299], [-4.1451, -0.0644, 3.2142], [-5.5343, -0.5229, -1.4331], [-5.9701, -2.2674, -3.1578], [-4.8732, -4.4758, -2.9638], [-3.3897, -4.9559, -1.0473], [-2.9521, -3.2069, 0.6406], [-0.0177, -0.3122, 4.2252], [2.7358, -2.0704, -0.4480], [3.1219, -2.0673, 1.2785], [4.6195, -0.6483, -0.2379], [3.9853, 0.1654, 1.1900], [5.1581, 3.3004, 0.3379], [5.3258, 4.7481, 2.3252], [3.4114, 4.9551, 3.8754], [1.3171, 3.7192, 3.4158], [1.1418, 2.2887, 1.4010], [2.7318, 0.5578, 3.0493], [4.1751, 0.0604, 4.9879], [4.0426, -2.1472, 6.0950], [2.4488, -3.8448, 5.2690], [0.9850, -3.3331, 3.3443], [-2.4747, 2.6603, 1.2555], [-1.5987, 2.5014, -0.2971], [-0.8416, 4.1227, -0.3117], [-0.4539, 1.5623, -0.0387], [-3.0219, 3.6010, 1.2620], [-1.7342, 2.6328, 2.0552], [-3.1696, 1.8288, 1.3413], [-1.6132, 4.8839, -0.4065], [-0.1863, 4.1555, -1.1767], [-0.2654, 4.2518, 0.6034], [3.6546, -1.8946, -3.2954], [2.1292, -1.7765, -3.1697], [1.8100, -0.9287, -2.1605], [1.5443, -3.1812, -2.8863], [1.6357, -4.0191, -3.9361], [0.2490, -3.1369, -2.5282], [2.1980, -3.7657, -1.8620], [1.5865, -1.2803, -4.5393], [0.2615, -1.4739, -4.6913], [1.8171, 0.0328, -4.6754], [2.1787, -1.8902, -5.5858], [4.0542, -2.1517, -2.3176], [4.0482, -0.9209, -3.5847], [3.9735, -2.6391, -4.0235], [-2.7718, -0.3063, -3.7274], [-2.0497, -0.8365, -2.7159], [-1.0005, -0.1171, -2.4259], [-1.0180, 0.9586, -3.2971], [-0.1210, 2.0132, -3.4375], [-0.4010, 2.9583, -4.4021], [-1.5428, 2.8592, -5.2163], [-2.4286, 1.8075, -5.0963], [-2.1386, 0.8591, -4.1216], [-3.6269, -0.6958, -4.0845], [-2.3374, -1.7376, -2.2030], [0.7664, 2.0569, -2.8214], [0.2777, 3.7872, -4.5503], [-1.7249, 3.6205, -5.9626], [-3.2979, 1.7263, -5.7338]], "forces_ev_per_angstrom": [[0.108, -0.324, -0.211], [-0.018, 0.026, 0.069], [0.054, -0.034, -0.031], [0.032, -0.011, -0.044], [-0.043, -0.085, 0.031], [0.124, 0.042, -0.121], [-0.089, -0.013, 0.044], [-0.015, -0.010, 0.145], [-0.024, -0.019, -0.069], [-0.018, 0.037, -0.013], [0.010, -0.037, 0.017], [0.004, 0.017, -0.021], [-0.002, 0.037, -0.043], [-0.032, -0.122, -0.212], [-0.106, 0.127, 0.185], [0.001, 0.011, 0.014], [-0.105, 0.029, 0.075], [-0.111, 0.089, 0.035], [0.065, -0.087, -0.015], [0.006, -0.046, -0.006], [-0.025, 0.003, 0.007], [0.130, -0.038, -0.109], [-0.033, 0.057, 0.024], [0.000, -0.004, 0.031], [0.021, -0.005, -0.018], [0.007, 0.036, 0.039], [-0.005, 0.016, 0.008], [0.010, 0.007, 0.034], [0.078, -0.006, -0.012], [-0.008, -0.041, 0.017], [0.001, -0.007, 0.008], [0.005, 0.013, 0.004], [0.001, -0.006, 0.007], [0.003, 0.016, -0.019], [-0.030, 0.008, 0.002], [0.020, 0.011, 0.005], [0.006, -0.017, 0.009], [-0.028, 0.002, 0.014], [-0.008, 0.011, 0.011], [-0.001, -0.005, 0.001], [0.001, -0.007, -0.015], [0.007, -0.015, -0.002], [0.026, -0.015, 0.058], [-0.026, 0.026, 0.022], [0.041, 0.046, 0.107], [0.011, 0.036, -0.073], [0.017, 0.020, -0.024], [0.034, -0.003, 0.022], [0.027, -0.008, -0.020], [0.011, 0.011, 0.011], [-0.001, -0.004, 0.003], [-0.013, 0.003, 0.018], [0.015, -0.062, 0.019], [-0.001, 0.061, -0.023], [0.016, 0.018, 0.009], [0.021, -0.007, 0.025], [-0.007, -0.024, 0.014], [-0.011, -0.019, -0.013], [0.046, 0.047, 0.032], [0.043, -0.158, -0.122], [-0.038, 0.042, 0.050], [-0.091, 0.019, 0.081], [-0.050, 0.042, -0.015], [0.012, 0.004, 0.037], [-0.001, 0.041, 0.007], [-0.042, 0.041, 0.003], [0.072, -0.010, -0.075], [0.017, 0.027, 0.006], [0.018, -0.013, -0.044], [-0.020, -0.108, 0.058], [-0.078, 0.309, 0.024], [-0.040, -0.066, -0.089], [0.012, 0.017, 0.040], [-0.004, 0.031, -0.001], [-0.011, -0.028, -0.026], [-0.012, 0.019, -0.042], [0.000, 0.044, 0.029], [0.008, -0.061, 0.009], [-0.011, 0.008, 0.006], [0.019, -0.007, 0.013], [-0.003, 0.022, 0.001], [-0.028, -0.009, -0.003], [0.031, 0.018, 0.000], [-0.094, -0.019, 0.032], [-0.014, -0.082, 0.013], [0.136, 0.076, -0.039], [-0.043, 0.032, -0.005], [-0.060, -0.010, -0.026], [0.041, 0.019, 0.018], [0.027, 0.000, 0.018], [-0.056, 0.000, -0.057], [0.027, 0.013, 0.020], [0.038, -0.076, 0.027], [0.007, 0.010, 0.020], [0.016, 0.023, -0.002], [-0.001, 0.012, -0.015], [-0.026, -0.004, -0.014]], "e_tot_ha": -4995.06908, "s2": 0.75, "spin_multiplicity": 2, "orbital_gap_ev": [7.542, 7.521]}

{"formula": "C42H39FN4O3P2RuS3", "method": "the ωB97M-V functional and the def2-TZVPD basis", "symbols": ["Ru", "N", "P", "C", "C", "C", "C", "C", "C", "C", "C", "C", "C", "C", "C", "P", "C", "C", "C", "C", "C", "C", "C", "C", "C", "C", "C", "C", "H", "H", "H", "H", "H", "H", "H", "H", "H", "H", "H", "H", "H", "H", "H", "H", "H", "H", "H", "H", "H", "S", "C", "S", "S", "F", "C", "C", "C", "C", "O", "C", "C", "N", "C", "C", "C", "C", "C", "C", "N", "C", "C", "N", "C", "C", "C", "O", "O", "H", "H", "H", "H", "H", "H", "H", "H", "H", "H", "H", "H", "H", "H", "H", "H", "H", "H"], "coordinates": [[-0.4052, 1.0238, -2.2730], [1.3366, 2.8570, -0.7458], [-0.2575, 3.2067, -1.3923], [-0.0216, 4.7113, -2.3533], [0.4034, 5.9039, -1.7716], [0.6148, 7.0185, -2.5637], [0.3957, 6.9458, -3.9352], [-0.0358, 5.7629, -4.5144], [-0.2452, 4.6416, -3.7237], [-1.2484, 3.6352, 0.0514], [-2.6322, 3.5671, -0.0925], [-3.4533, 3.8989, 0.9745], [-2.8973, 4.2986, 2.1813], [-1.5180, 4.3660, 2.3266], [-0.6913, 4.0334, 1.2644], [1.7454, 1.5856, -1.8753], [2.8720, 0.5138, -0.9467], [3.1523, -0.7456, -1.4760], [4.0403, -1.5871, -0.8221], [4.6446, -1.1819, 0.3592], [4.3693, 0.0712, 0.8887], [3.4913, 0.9212, 0.2337], [2.7613, 2.4566, -3.0894], [3.6327, 3.4554, -2.6597], [4.4204, 4.1248, -3.5805], [4.3474, 3.7933, -4.9281], [3.4872, 2.7932, -5.3544], [2.6893, 2.1250, -4.4377], [1.2427, 2.4575, 0.1869], [0.5715, 5.9579, -0.7024], [0.9474, 7.9457, -2.1164], [0.5615, 7.8191, -4.5520], [-0.2084, 5.7079, -5.5808], [-0.5787, 3.7083, -4.1646], [-3.0711, 3.2444, -1.0295], [-4.5273, 3.8398, 0.8587], [-3.5402, 4.5613, 3.0113], [-1.0849, 4.6831, 3.2664], [0.3841, 4.1035, 1.3796], [2.6697, -1.0688, -2.3877], [4.2602, -2.5606, -1.2405], [5.3420, -1.8386, 0.8634], [4.8496, 0.3930, 1.8035], [3.3006, 1.9084, 0.6382], [3.6738, 3.7237, -1.6116], [5.0887, 4.9084, -3.2496], [4.9609, 4.3210, -5.6464], [3.4284, 2.5354, -6.4033], [2.0022, 1.3571, -4.7722], [0.2366, -2.1978, -5.4262], [-0.0587, -1.1210, -4.2529], [-0.5936, 0.5597, -4.4513], [-0.0970, -1.3403, -2.5204], [1.8624, -2.5151, 2.8203], [0.5884, -2.4585, 2.3694], [0.2326, -1.4402, 1.5322], [-1.0849, -1.3359, 1.0810], [-1.4381, -0.2669, 0.1533], [-0.5581, 0.5781, -0.1448], [-2.7660, -0.2878, -0.3551], [-3.6356, -1.2141, 0.1293], [-3.3158, -2.2117, 0.9875], [-4.3371, -3.1299, 1.4360], [-5.3361, -3.6364, 0.4425], [-4.2807, -4.5598, 0.9702], [-2.0268, -2.2961, 1.4782], [-1.6321, -3.3382, 2.3248], [-0.3281, -3.4360, 2.7780], [0.0191, -4.5412, 3.5996], [1.4055, -4.9647, 3.7275], [1.4131, -6.3447, 4.4109], [0.0640, -6.9661, 4.2049], [-0.9851, -6.2314, 5.0001], [-0.7030, -4.7287, 4.8469], [-3.3357, 0.6778, -1.3980], [-4.5292, 0.9326, -1.3060], [-2.5396, 1.1036, -2.2962], [0.9665, -0.7109, 1.2133], [-4.6662, -1.1693, -0.1945], [-4.6854, -2.9310, 2.4428], [-5.2362, -3.3160, -0.5842], [-6.3521, -3.7533, 0.7882], [-3.4782, -4.8129, 0.2905], [-4.5682, -5.3341, 1.6686], [-2.3430, -4.1052, 2.5947], [2.0217, -4.2862, 4.3237], [1.8475, -5.0336, 2.7344], [1.5552, -6.2792, 5.4883], [2.1698, -7.0061, 3.9961], [0.0669, -7.9588, 4.4363], [-0.1768, -6.8655, 3.2157], [-0.9159, -6.5751, 6.0305], [-1.9505, -6.5181, 4.5868], [-0.1252, -4.3557, 5.7018], [-1.6414, -4.1819, 4.8298]], "forces_ev_per_angstrom": [[-0.815, -0.805, 0.155], [-0.001, -0.202, -0.047], [0.048, 0.140, -0.507], [-0.023, 0.023, 0.067], [0.017, 0.035, -0.011], [0.000, -0.020, 0.030], [-0.006, -0.019, -0.023], [0.007, 0.023, -0.033], [0.012, -0.018, 0.015], [0.020, 0.054, -0.046], [-0.050, 0.004, -0.010], [-0.007, 0.003, 0.012], [0.005, -0.003, 0.005], [-0.001, -0.015, 0.028], [-0.002, 0.024, -0.052], [0.281, 0.085, 0.356], [0.119, 0.061, -0.056], [0.048, 0.051, 0.076], [-0.033, -0.010, -0.024], [0.009, 0.000, 0.030], [0.012, -0.026, 0.020], [-0.088, 0.026, -0.009], [0.020, -0.090, 0.000], [0.005, 0.051, -0.009], [-0.009, -0.012, 0.003], [-0.007, -0.004, 0.006], [0.023, 0.013, -0.047], [-0.030, -0.072, 0.043], [0.013, 0.063, 0.008], [-0.001, 0.001, 0.008], [0.003, 0.010, 0.005], [-0.002, 0.007, -0.008], [0.000, 0.012, -0.008], [0.016, 0.012, 0.012], [0.015, 0.013, -0.004], [-0.001, -0.013, -0.007], [0.000, 0.001, 0.007], [-0.002, 0.004, 0.002], [0.004, 0.007, 0.007], [-0.018, -0.023, -0.044], [0.002, -0.002, -0.008], [0.000, -0.003, 0.004], [0.001, 0.006, 0.002], [0.032, -0.003, -0.003], [-0.012, 0.003, 0.007], [0.006, 0.010, 0.005], [0.005, 0.000, -0.007], [-0.001, 0.001, -0.008], [0.012, 0.021, 0.004], [0.133, 0.129, -0.013], [-0.472, 0.017, 0.536], [0.339, 0.448, -0.268], [0.124, -0.029, -0.486], [-0.024, 0.003, 0.003], [0.037, 0.089, -0.022], [0.011, -0.052, 0.045], [-0.038, -0.015, 0.076], [-0.153, -0.130, -0.080], [0.069, 0.229, -0.064], [0.111, 0.152, -0.034], [-0.003, -0.103, 0.040], [-0.047, 0.113, -0.018], [-0.039, -0.065, -0.074], [0.029, 0.023, 0.054], [0.002, 0.036, 0.014], [0.085, 0.042, -0.032], [0.073, 0.001, -0.010], [-0.101, -0.045, -0.078], [-0.014, 0.029, 0.065], [0.066, -0.054, -0.017], [-0.005, 0.003, 0.002], [-0.044, -0.029, -0.033], [0.017, -0.007, -0.015], [-0.015, 0.005, 0.045], [0.056, -0.203, 0.166], [-0.025, 0.010, -0.049], [0.188, -0.031, 0.283], [0.013, 0.000, 0.000], [-0.006, 0.008, 0.006], [0.002, -0.015, 0.003], [-0.011, 0.010, -0.011], [-0.008, 0.000, -0.011], [0.008, -0.023, 0.003], [0.007, -0.003, 0.001], [-0.007, -0.015, 0.010], [-0.014, -0.011, -0.002], [-0.003, 0.021, 0.011], [0.019, 0.003, -0.014], [-0.002, 0.012, 0.000], [0.005, 0.016, 0.006], [0.009, -0.011, 0.014], [-0.007, 0.013, -0.003], [0.005, 0.011, 0.012], [-0.001, -0.007, -0.001], [0.005, -0.003, -0.009]], "charge": 1, "e_tot_ha": -4140.49211, "s2": 0.76, "spin_multiplicity": 2, "orbital_gap_ev": [5.750, 5.662]}